(1)
Molecular formula: C4H6CdO
Method: DFT, ωB97M-V/def2-TZVPD

Properties
<S²>: 0.75
total energy: -398.468925 Ha
E_HOMO (spin up / spin down): -0.4592 / -0.4841 Ha
energy relative to the best compared isomer or geometry (same formula, charge and spin): 365.2 kJ/mol
multiplicity: 2
charge: +1
largest force on an atom: 0.1063 hartree/bohr

Each line ends with the Mulliken charge.
Element x y z (Å)
1 C -1.146 0.234 1.236  -0.631
2 C -0.007 -0.643 1.195  -0.069
3 C 0.795 -0.672 0.017  -0.252
4 C 0.364 0.269 -1.021  0.055
5 O 1.146 0.778 -1.828  -0.628
6 Cd 1.078 1.579 -3.638  0.711
7 H -0.945 1.165 1.781  0.335
8 H -2.042 -0.259 1.631  0.319
9 H -0.102 -1.594 1.725  0.326
10 H 1.879 -0.692 0.161  0.404
11 H -0.096 -0.970 -1.203  0.193
12 H -0.923 0.807 -0.056  0.236

---

(2)
Molecular formula: H18O9
Method: DFT, ωB97M-V/def2-TZVPD

Properties
total energy: -687.955133 Ha
E_HOMO: -0.3850 Ha
energy relative to the best compared isomer or geometry (same formula, charge and spin): 185.5 kJ/mol
SMILES: O.O.O.O.O.O.O.O.O
charge: 0
largest force on an atom: 0.0084 hartree/bohr

Each line ends with the Mulliken charge.
Element x y z (Å)
1 O 0.541 -2.327 2.782  -0.594
2 H 1.171 -2.636 2.124  0.275
3 H -0.320 -2.528 2.402  0.302
4 O 0.659 2.912 -0.002  -0.641
5 H 0.898 1.970 0.050  0.341
6 H 0.777 3.148 -0.928  0.313
7 O -0.161 1.476 2.745  -0.652
8 H 0.573 0.934 3.048  0.308
9 H -0.237 1.264 1.805  0.302
10 O 0.565 0.032 0.239  -0.461
11 H 0.009 -0.555 -0.294  0.287
12 H 1.352 -0.488 0.461  0.292
13 O -2.543 2.038 -0.281  -0.706
14 H -1.596 2.170 -0.132  0.358
15 H -2.970 2.691 0.282  0.295
16 O -2.678 0.199 -2.431  -0.677
17 H -2.732 0.849 -1.702  0.418
18 H -2.114 -0.498 -2.072  0.342
19 O 1.050 -0.772 -3.002  -0.633
20 H 1.149 0.106 -2.621  0.309
21 H 0.312 -0.686 -3.617  0.317
22 O -1.264 -1.867 -1.060  -0.624
23 H -1.990 -2.218 -0.529  0.268
24 H -0.894 -2.623 -1.532  0.295
25 O 3.247 -0.790 1.115  -0.622
26 H 3.216 -1.546 1.710  0.293
27 H 3.981 -0.258 1.441  0.291

---

(3)
Molecular formula: C2H7S
Method: DFT, ωB97M-V/def2-TZVPD

Properties
total energy: -478.606197 Ha
E_HOMO: -0.0864 Ha
energy relative to the best compared isomer or geometry (same formula, charge and spin): 7.7 kJ/mol
charge: -1
largest force on an atom: 0.0097 hartree/bohr

Each line ends with the Mulliken charge.
Element x y z (Å)
1 S -1.779 0.737 -1.532  -0.849
2 H -0.853 0.764 -0.563  -0.154
3 C 2.310 -0.587 1.295  -0.778
4 C 0.795 -0.791 1.355  -0.825
5 H 2.667 -0.051 2.175  0.253
6 H 2.573 0.029 0.433  0.262
7 H 2.834 -1.538 1.247  0.259
8 H 0.371 -1.129 0.416  0.259
9 H 0.531 -1.542 2.107  0.295
10 H 0.275 0.120 1.639  0.277

---

(4)
Molecular formula: C25H35BiCl2F6N9O3SSb
Method: DFT, ωB97M-V/def2-TZVPD

Properties
<S²>: 0.83
total energy: -4064.955316 Ha
E_HOMO (spin up / spin down): -0.1679 / -0.1677 Ha
energy relative to the best compared isomer or geometry (same formula, charge and spin): 147.2 kJ/mol
multiplicity: 2
charge: -1
largest force on an atom: 0.0122 hartree/bohr

Each line ends with the Mulliken charge.
Element x y z (Å)
1 Bi 1.682 -1.365 0.232  1.610
2 N 0.689 -2.543 2.029  -0.560
3 C 1.597 -3.591 2.525  -0.393
4 C 2.715 -3.939 1.542  0.649
5 O 3.271 -5.011 1.640  -0.712
6 O 3.031 -3.007 0.681  -0.659
7 H 0.393 -1.930 2.782  0.244
8 H -0.103 -2.922 1.511  0.389
9 H 1.061 -4.503 2.777  0.358
10 H 2.096 -3.220 3.419  0.187
11 O 1.901 0.855 -1.803  -0.397
12 N 1.878 1.395 -2.935  0.267
13 C 2.681 0.879 -3.922  -0.353
14 C 2.673 1.391 -5.181  -0.672
15 C 1.837 2.478 -5.503  -0.215
16 C 1.051 3.010 -4.528  -0.752
17 C 1.045 2.509 -3.197  0.409
18 S 0.127 3.168 -1.976  -0.121
19 H 3.275 0.037 -3.604  0.450
20 H 3.318 0.938 -5.921  0.397
21 H 1.819 2.880 -6.506  0.391
22 H 0.398 3.849 -4.720  0.425
23 C 2.202 2.335 1.047  -0.126
24 N 1.439 2.992 2.084  0.094
25 C 2.110 3.509 3.260  -0.252
26 C 0.930 3.881 4.148  -0.809
27 N -0.144 3.011 3.679  0.152
28 C -1.472 3.497 3.977  -1.079
29 C 0.185 2.504 2.418  0.192
30 N -0.465 1.727 1.646  -0.065
31 C -1.769 1.224 1.999  -0.795
32 C -2.068 -0.044 1.210  0.127
33 N -2.075 0.119 -0.218  0.022
34 C -3.124 0.041 -0.913  0.110
35 N -3.087 0.056 -2.306  0.112
36 C -1.857 -0.238 -3.003  -0.558
37 C -4.324 -0.464 -2.836  -0.620
38 C -5.301 -0.092 -1.733  -0.778
39 N -4.468 -0.127 -0.535  0.046
40 C -4.996 0.589 0.616  -1.101
41 H 2.839 3.057 0.529  0.213
42 H 1.489 1.927 0.342  -0.166
43 H 2.830 1.535 1.456  0.032
44 H 2.730 4.371 3.007  0.379
45 H 2.739 2.748 3.730  0.020
46 H 0.648 4.935 4.008  0.368
47 H 1.132 3.708 5.205  0.354
48 H -1.533 3.703 5.046  0.369
49 H -2.235 2.763 3.735  0.334
50 H -1.698 4.428 3.437  0.339
51 H -2.552 1.964 1.780  0.294
52 H -1.845 0.964 3.066  0.484
53 H -2.975 -0.522 1.603  0.509
54 H -1.249 -0.728 1.436  -0.981
55 H -1.025 0.076 -2.376  -0.012
56 H -1.837 0.300 -3.954  0.297
57 H -1.748 -1.311 -3.198  0.234
58 H -4.275 -1.553 -2.977  0.290
59 H -4.573 -0.002 -3.793  0.387
60 H -6.135 -0.791 -1.650  0.366
61 H -5.705 0.916 -1.901  0.395
62 H -6.044 0.823 0.428  0.472
63 H -4.465 1.531 0.785  0.292
64 H -4.951 -0.003 1.530  0.298
65 Cl 2.989 -2.315 -2.341  -0.339
66 C 1.575 -3.272 -2.759  1.110
67 C 1.641 -4.025 -3.914  -0.694
68 C 0.565 -4.809 -4.296  -0.455
69 C -0.562 -4.823 -3.478  -0.521
70 C -0.606 -4.069 -2.328  0.584
71 Cl -2.040 -4.168 -1.331  -0.235
72 C 0.461 -3.228 -1.866  -0.972
73 N 0.336 -2.555 -0.728  -0.793
74 H 2.543 -3.994 -4.513  0.368
75 H 0.607 -5.410 -5.195  0.367
76 H -1.419 -5.434 -3.732  0.386
77 F 1.865 -0.468 3.468  -0.455
78 Sb 3.481 -0.381 4.495  2.361
79 F 4.071 -1.974 3.678  -0.570
80 F 5.077 -0.221 5.479  -0.561
81 F 4.230 0.622 3.074  -0.587
82 F 2.831 1.207 5.295  -0.613
83 F 2.642 -1.405 5.838  -0.563